No. 1
The following is a DFT calculation (wB97M-V/def2-TZVPD) of a structure of composition C31H32IMoN7O7S3.

The largest force on an atom is 3.7 eV Å⁻¹. For the energy relative to the best compared isomer or geometry (same formula, charge and spin), the calculation gives 2.381 eV. Its net charge is +2. The multiplicity is 1. For the HOMO-LUMO gap (spin up / spin down), the calculation gives 4.98 / 4.98 eV. The total energy is -99879.3602 eV. For the LUMO energy (spin up / spin down), the calculation gives -6.9312 / -6.9284 eV.

CARTESIAN COORDINATES (ANGSTROEM)
1 I -4.416 -0.885 -3.836
2 Mo -1.756 0.888 -0.153
3 S 0.565 -1.752 1.554
4 S -1.365 2.181 -4.692
5 S -2.494 3.641 -2.367
6 O -0.323 1.184 0.802
7 O 5.369 1.192 2.893
8 O 5.968 1.248 0.674
9 O 0.127 1.418 2.965
10 O -3.500 0.714 -0.717
11 O -0.801 -3.563 -0.867
12 O -1.172 -0.840 -0.945
13 N -5.489 1.541 -1.289
14 N 1.401 -3.563 3.349
15 N -0.818 0.171 -2.928
16 N -1.391 1.211 -2.239
17 N -2.591 2.527 1.088
18 N -0.605 -2.567 3.763
19 N -3.078 4.323 2.255
20 C 3.140 -5.166 2.952
21 C 0.127 -2.136 -4.140
22 C -0.394 -3.405 -2.135
23 C 1.985 1.322 1.478
24 C 0.398 -4.512 -4.124
25 C -3.359 5.714 2.581
26 C 0.571 1.300 1.857
27 C -2.812 3.836 1.039
28 C -0.321 -2.159 -2.806
29 C 3.698 1.341 -0.241
30 C -2.190 4.619 -3.880
31 C -0.044 -4.569 -2.823
32 C 5.195 -4.574 1.863
33 C -5.038 -0.790 -1.746
34 C -4.656 0.529 -1.216
35 C 4.253 1.254 2.122
36 C 2.676 -3.863 2.796
37 C 0.492 -3.287 -4.788
38 C -2.730 2.173 2.416
39 C 6.482 1.259 2.007
40 C -2.354 3.676 -5.046
41 C 3.483 -2.908 2.190
42 C 0.475 -2.674 2.965
43 C -3.031 3.281 3.142
44 C -0.756 -0.910 -2.206
45 C 4.738 -3.272 1.727
46 C 2.359 1.353 0.136
47 C 4.392 -5.520 2.482
48 C 4.625 1.286 0.773
49 C 2.944 1.275 2.506
50 C -1.704 2.225 -2.995
51 H -0.914 -2.703 -0.436
52 H -2.597 1.161 2.760
53 H -4.312 6.027 2.158
54 H 5.369 -2.527 1.259
55 H 7.039 2.184 2.177
56 H -3.388 3.362 -5.185
57 H -2.791 4.431 0.143
58 H -1.982 4.114 -5.971
59 H -0.667 -3.055 4.642
60 H -2.897 5.446 -3.902
61 H -3.402 5.825 3.660
62 H 2.643 1.247 3.544
63 H -6.110 -0.954 -1.752
64 H 3.147 -1.887 2.098
65 H -1.172 5.000 -3.816
66 H -3.196 3.406 4.197
67 H -4.504 -1.592 -1.246
68 H -2.572 6.357 2.192
69 H -6.403 1.428 -1.701
70 H 6.175 -4.849 1.499
71 H 2.515 -5.904 3.441
72 H 7.134 0.398 2.162
73 H 3.998 1.377 -1.278
74 H 0.848 -3.248 -5.808
75 H 4.740 -6.537 2.598
76 H -1.277 -1.855 3.562
77 H 0.679 -5.424 -4.634
78 H -0.136 -5.508 -2.294
79 H 1.597 1.388 -0.629
80 H 1.146 -4.175 4.110
81 H 0.170 -1.180 -4.644
82 H -5.153 2.476 -1.101

No. 2
The following is a DFT calculation (wB97M-V/def2-TZVPD) of the molecule C8H12N2.

The largest force on an atom is 1.0 eV Å⁻¹. For the energy relative to the best compared isomer or geometry (same formula, charge and spin), the calculation gives 1.013 eV. The multiplicity is 1. For the HOMO-LUMO gap, the calculation gives 12.17 eV. The total energy is -11470.2253 eV. Its SMILES is CC[C@@H](C)[C@H](C#N)CC#N. For the LUMO energy, the calculation gives 0.6490 eV.

CARTESIAN COORDINATES (ANGSTROEM)
1 N 0.154 2.463 -1.540
2 N -1.282 0.148 3.717
3 C 1.748 -0.423 0.042
4 C -0.406 -1.498 -0.823
5 C -0.072 1.771 -0.653
6 C -0.825 0.719 2.834
7 C 0.219 -0.565 0.222
8 C -0.492 0.797 0.360
9 C -0.744 -0.845 -2.163
10 C -0.156 1.420 1.749
11 H 0.074 -0.204 -2.492
12 H 0.304 -2.305 -1.021
13 H -1.292 -1.991 -0.415
14 H 2.260 -0.928 0.862
15 H -1.615 -0.192 -2.080
16 H 0.061 -1.058 1.185
17 H 0.922 1.442 1.899
18 H 2.088 0.612 0.056
19 H 2.072 -0.921 -0.869
20 H -0.495 2.458 1.750
21 H -1.575 0.679 0.322
22 H -0.948 -1.580 -2.939

No. 3
The following is a DFT calculation (wB97M-V/def2-TZVPD) of the molecule C13H16N4O2S.

The largest force on an atom is 1.4 eV Å⁻¹. For the energy relative to the best compared isomer or geometry (same formula, charge and spin), the calculation gives 2.755 eV. The multiplicity is 1. For the HOMO-LUMO gap, the calculation gives 8.23 eV. The total energy is -34629.0164 eV. Its SMILES is CCCCc1nc(SCc2ccc([N+](=O)[O-])cc2)n[nH]1. For the LUMO energy, the calculation gives -0.4000 eV.

CARTESIAN COORDINATES (ANGSTROEM)
1 S -0.208 3.277 -0.194
2 O 4.758 -2.054 -0.337
3 O 5.721 -0.372 -1.264
4 N -0.771 0.617 -0.291
5 N -1.738 0.496 -2.230
6 N -1.411 1.794 -2.085
7 N 4.830 -0.873 -0.609
8 C -0.831 1.824 -0.904
9 C 2.773 -0.539 0.665
10 C -1.345 -0.201 -1.145
11 C -2.847 -1.318 1.796
12 C -3.037 -1.973 -0.659
13 C -1.563 -1.654 -0.954
14 C 3.806 1.341 -0.456
15 C 1.768 1.643 0.792
16 C 1.769 0.291 1.121
17 C 0.658 2.531 1.245
18 C 2.795 2.159 0.002
19 C -3.619 -1.150 0.493
20 C 3.788 -0.010 -0.124
21 H -3.374 -0.824 2.608
22 H -4.656 -1.459 0.642
23 H -3.627 -0.093 0.217
24 H -2.741 -2.372 2.046
25 H 2.783 3.206 -0.261
26 H -0.080 1.987 1.830
27 H -3.113 -3.035 -0.420
28 H 1.030 3.388 1.806
29 H -1.860 -0.873 1.712
30 H 0.973 -0.110 1.727
31 H 4.606 1.724 -1.071
32 H -3.633 -1.790 -1.556
33 H 2.788 -1.591 0.904
34 H -2.205 0.183 -3.066
35 H -0.936 -1.981 -0.125
36 H -1.253 -2.188 -1.855